(1)
The following is a DFT calculation (the ωB97M-V functional and the def2-TZVPD basis) of a 4-piece molecular cluster, C36H81NO10 overall.

XYZ file:
```
128
Properties=species:S:1:pos:R:3:mulliken_charge:R:1
C 1.057 3.601 1.696 -1.556
C 0.533 2.515 0.737 0.884
C 1.661 1.806 -0.019 -0.801
C 1.260 0.436 -0.573 0.932
C 2.463 -0.477 -0.762 -0.358
C 3.067 -1.012 0.547 -1.392
C 2.051 -1.686 1.458 -0.421
C 1.404 -2.894 0.776 -0.400
C 0.777 -3.862 1.765 -1.094
C -0.537 -3.375 2.420 -0.200
C -1.261 -2.263 1.671 0.710
C -1.929 -2.754 0.379 -0.822
C -3.428 -2.931 0.541 -1.108
C -4.244 -1.608 0.596 -0.783
C -3.487 -0.328 0.232 0.371
C -4.236 0.945 0.721 0.081
C -4.624 1.866 -0.432 -0.913
N -4.991 3.224 -0.017 -0.702
O -3.442 1.683 1.642 -0.363
C -3.373 1.112 2.928 -0.799
H 0.920 3.285 2.723 0.463
H 0.536 4.529 1.501 0.253
H 2.109 3.798 1.515 0.374
H -0.060 1.768 1.259 -0.079
H -0.099 3.009 0.006 -0.144
H 2.524 1.690 0.630 0.375
H 1.919 2.424 -0.874 0.139
H 0.495 -0.049 0.028 -1.074
H 0.831 0.598 -1.560 0.523
H 2.197 -1.350 -1.352 0.545
H 3.231 0.042 -1.333 -0.136
H 3.829 -1.731 0.255 0.529
H 3.590 -0.215 1.068 0.413
H 2.603 -2.070 2.313 0.521
H 1.311 -0.970 1.794 0.111
H 0.707 -2.589 0.002 -0.026
H 2.206 -3.420 0.260 0.623
H 0.611 -4.840 1.325 0.231
H 1.509 -4.017 2.554 0.449
H -1.232 -4.211 2.465 -0.388
H -0.398 -3.046 3.447 0.627
H -0.618 -1.415 1.473 -1.071
H -2.043 -1.886 2.329 0.460
H -1.693 -2.103 -0.460 0.417
H -1.493 -3.724 0.140 0.737
H -3.589 -3.459 1.478 0.185
H -3.811 -3.578 -0.244 0.498
H -5.053 -1.703 -0.125 0.279
H -4.737 -1.528 1.556 0.423
H -3.423 -0.249 -0.848 0.391
H -2.508 -0.266 0.686 -0.403
H -5.163 0.641 1.219 0.303
H -3.770 1.950 -1.100 0.345
H -5.444 1.402 -0.974 0.342
H -4.139 3.768 0.017 0.290
H -5.375 3.211 0.920 0.310
H -3.530 0.034 2.932 0.298
H -4.118 1.550 3.594 0.301
H -2.385 1.293 3.338 0.253
C -2.495 -10.655 7.301 -0.777
O -2.841 -9.774 6.256 -0.269
C -3.961 -8.964 6.571 -0.577
C -3.915 -7.652 5.819 -0.336
O -3.003 -6.706 6.357 -0.466
C -1.618 -6.915 6.118 -0.519
C -1.183 -6.621 4.699 -0.343
O -1.518 -7.695 3.836 -0.337
C -1.670 -7.283 2.497 -0.546
H -3.301 -11.370 7.500 0.327
H -1.606 -11.201 6.991 0.233
H -2.264 -10.102 8.219 0.333
H -3.996 -8.758 7.647 0.356
H -4.873 -9.506 6.286 0.395
H -4.897 -7.184 5.923 0.398
H -3.739 -7.815 4.754 0.141
H -1.308 -7.916 6.424 0.178
H -1.111 -6.200 6.769 0.424
H -0.092 -6.488 4.672 0.419
H -1.662 -5.694 4.362 0.224
H -2.451 -6.517 2.412 0.225
H -1.970 -8.151 1.913 0.355
H -0.726 -6.891 2.098 0.190
C 4.810 3.908 -4.012 -0.709
O 5.295 2.633 -4.367 -0.334
C 4.656 1.588 -3.652 -0.515
C 4.651 0.302 -4.447 -0.405
O 3.678 0.264 -5.481 -0.457
C 3.937 1.017 -6.658 -0.387
C 5.000 0.420 -7.554 -0.578
O 6.299 0.703 -7.060 -0.265
C 7.260 -0.230 -7.499 -0.773
H 5.016 4.132 -2.959 0.323
H 5.319 4.641 -4.636 0.279
H 3.731 3.982 -4.196 0.277
H 3.623 1.863 -3.408 0.279
H 5.209 1.429 -2.715 0.456
H 4.364 -0.501 -3.763 0.444
H 5.647 0.070 -4.828 0.174
H 4.161 2.058 -6.423 0.163
H 2.996 0.999 -7.212 0.395
H 4.908 0.857 -8.558 0.426
H 4.845 -0.663 -7.624 0.346
H 6.991 -1.246 -7.187 0.330
H 8.210 0.034 -7.040 0.231
H 7.371 -0.201 -8.589 0.324
C -1.792 10.322 -2.981 -0.779
O -0.871 9.254 -2.966 -0.265
C 0.391 9.627 -2.439 -0.571
C 1.095 8.439 -1.820 -0.339
O 0.600 8.073 -0.540 -0.476
C -0.645 7.392 -0.485 -0.480
C -0.583 5.952 -0.943 -0.088
O -0.575 5.865 -2.359 -0.406
C 0.017 4.672 -2.818 -0.593
H -1.450 11.131 -3.638 0.328
H -2.738 9.937 -3.357 0.233
H -1.951 10.717 -1.971 0.334
H 0.275 10.409 -1.680 0.355
H 1.008 10.019 -3.259 0.396
H 2.133 8.733 -1.645 0.405
H 1.105 7.588 -2.503 0.130
H -1.423 7.940 -1.018 0.146
H -0.913 7.386 0.574 0.456
H -1.469 5.416 -0.573 0.220
H 0.315 5.479 -0.529 0.180
H 1.052 4.584 -2.462 0.243
H 0.025 4.704 -3.906 0.356
H -0.555 3.794 -2.493 0.210
```

Computed properties:
HOMO-LUMO gap (hartree): 0.3604
Molar mass (u): 688.04
Max |F| (eV Å⁻¹): 1.353
Charge: 0
SMILES: CCCCCCCCCCCCCCC[C@H](CN)OC.COCCOCCOC.COCCOCCOC.COCCOCCOC

***

(2)
The following is a DFT calculation (the ωB97M-V functional and the def2-TZVPD basis) of a 9-piece molecular cluster, C9H36O9 overall.

XYZ file:
```
54
Properties=species:S:1:pos:R:3:nbo_charge:R:1
C 0.975 2.683 -3.230 -0.244
O -0.371 2.267 -3.220 -0.742
H 1.677 1.838 -3.208 0.141
H 1.201 3.318 -4.090 0.163
H 1.189 3.244 -2.318 0.178
H -0.468 1.481 -3.776 0.491
C 1.165 -0.215 3.874 -0.250
O 0.992 -1.419 4.594 -0.736
H 1.944 -0.321 3.107 0.147
H 0.235 0.122 3.410 0.170
H 1.516 0.551 4.565 0.178
H 0.371 -1.984 4.118 0.484
C -1.769 -0.952 -3.764 -0.253
O -1.172 -0.039 -4.672 -0.748
H -2.858 -0.923 -3.825 0.179
H -1.452 -1.981 -3.953 0.161
H -1.482 -0.670 -2.754 0.192
H -1.614 -0.098 -5.522 0.482
C 3.719 -0.324 -2.416 -0.255
O 3.466 -1.054 -3.610 -0.721
H 3.935 0.725 -2.638 0.170
H 2.868 -0.392 -1.731 0.157
H 4.594 -0.707 -1.893 0.186
H 2.672 -0.668 -3.993 0.465
C -0.821 3.760 2.736 -0.252
O -0.830 4.902 1.901 -0.716
H -0.276 2.923 2.304 0.179
H -0.279 3.938 3.678 0.155
H -1.826 3.439 3.017 0.168
H -1.507 5.485 2.253 0.466
C 0.357 1.214 0.161 -0.246
O -0.594 0.169 0.288 -0.776
H 1.064 1.193 0.999 0.156
H 1.008 1.047 -0.704 0.162
H -0.153 2.166 0.070 0.200
H -0.232 -0.645 -0.091 0.504
C -2.938 0.163 2.540 -0.249
O -3.276 0.271 1.162 -0.753
H -2.299 0.998 2.844 0.150
H -3.837 0.192 3.155 0.173
H -2.441 -0.792 2.736 0.168
H -2.422 0.333 0.701 0.493
C 0.860 -2.618 -1.797 -0.255
O 0.694 -2.229 -0.428 -0.760
H 0.457 -1.811 -2.404 0.176
H 1.915 -2.738 -2.035 0.193
H 0.272 -3.510 -2.015 0.176
H 1.448 -2.519 0.091 0.485
C -0.746 -3.230 2.356 -0.274
O -1.321 -2.958 3.629 -0.731
H -0.110 -4.118 2.393 0.167
H -1.480 -3.396 1.556 0.178
H -0.203 -2.365 1.978 0.189
H -1.818 -3.745 3.870 0.477
```

Computed properties:
HOMO-LUMO gap (hartree): 0.3583
Molar mass (u): 288.38
Max |F| (eV Å⁻¹): 1.164
Charge: 0
SMILES: CO.CO.CO.CO.CO.CO.CO.CO.CO
Energy relative to the best compared isomer or geometry (same formula, charge and spin) (kcal per mole): 113.9

***

(3)
The following is a DFT calculation (the ωB97M-V functional and the def2-TZVPD basis) of a 2-piece molecular cluster, C4H12 overall.

XYZ file:
```
16
Properties=species:S:1:pos:R:3:nbo_charge:R:1
C 0.710 -1.775 -0.385 -0.631
C 2.239 -1.576 -0.395 -0.610
H 0.404 -2.805 -0.406 0.202
H 0.193 -1.518 0.540 0.214
H 0.277 -1.505 -1.339 0.211
H 2.733 -2.348 0.159 0.205
H 2.421 -0.566 0.054 0.203
H 2.658 -1.548 -1.402 0.206
C -2.217 1.447 0.449 -0.644
C -0.786 1.990 0.387 -0.639
H -2.762 1.271 -0.463 0.234
H -2.031 0.311 0.403 0.204
H -2.593 1.592 1.370 0.217
H -0.017 1.362 -0.059 0.209
H -0.323 2.520 1.218 0.216
H -0.635 2.720 -0.411 0.204
```

Computed properties:
HOMO-LUMO gap (hartree): 0.4275
Molar mass (u): 60.14
Max |F| (eV Å⁻¹): 6.230
Charge: 0
SMILES: CC.CC
Energy relative to the best compared isomer or geometry (same formula, charge and spin) (kcal per mole): 37.9

***

(4)
The following is a DFT calculation (the ωB97M-V functional and the def2-TZVPD basis) of C24H46Cl3N2O4ScSi as an isolated structure.

XYZ file:
```
81
Properties=species:S:1:pos:R:3:mulliken_charge:R:1
C 3.831 3.386 -5.543 -1.497
C 3.692 2.607 -6.807 0.640
H 4.801 3.212 -5.058 0.366
H 3.054 3.175 -4.800 0.024
H 3.817 4.472 -5.752 0.386
C 4.690 2.531 -7.698 0.166
C 6.001 3.199 -7.533 -1.649
H 4.474 2.040 -8.640 0.562
H 6.519 2.845 -6.636 0.287
H 5.937 4.291 -7.509 0.323
H 6.591 2.955 -8.407 0.410
Sc 0.714 0.820 -2.622 0.290
Cl 0.324 2.203 -0.847 -0.399
Cl -0.126 2.306 -4.341 -0.439
C -1.772 -0.421 -3.481 -0.232
O -0.695 -0.651 -2.819 0.224
N -2.484 -1.414 -3.965 0.255
C -2.015 -2.790 -3.820 -0.780
C -3.609 -1.145 -4.856 -0.886
H -2.134 0.599 -3.695 0.565
H -1.789 -3.018 -2.772 0.189
H -1.128 -2.981 -4.441 0.214
H -2.827 -3.435 -4.158 0.382
H -4.225 -0.348 -4.406 0.377
H -4.180 -2.076 -4.934 0.295
H -3.248 -0.843 -5.856 0.312
H 4.348 -0.418 1.698 0.335
H 4.514 -0.002 -2.022 0.251
C 4.497 -1.276 1.037 -0.865
C 4.722 -0.913 -1.456 -0.837
N 3.879 -1.018 -0.261 0.228
H 4.041 -2.132 1.551 0.331
C 2.574 -0.824 -0.386 -0.085
O 2.081 -0.254 -1.410 -0.426
H 4.567 -1.790 -2.094 0.272
H 1.910 -1.197 0.402 0.301
H 5.566 -1.431 0.873 0.299
H 5.740 -0.855 -1.091 0.407
O 1.989 1.107 -5.907 0.086
C 2.293 1.960 -7.007 -0.389
C 2.871 0.360 -8.965 0.012
C 1.990 1.246 -8.343 0.304
H 3.853 0.182 -8.532 0.570
C 2.504 -0.260 -10.168 -1.114
H 1.599 2.783 -6.799 0.438
C 0.780 1.567 -8.966 -0.292
H 3.225 -0.939 -10.618 0.378
C 1.303 0.064 -10.794 -0.524
C 0.438 0.981 -10.185 -0.681
H 0.124 2.321 -8.525 0.352
H 1.052 -0.425 -11.740 0.373
H -0.506 1.216 -10.676 0.378
Si 2.287 -0.623 -5.524 1.396
Cl 4.165 0.150 -4.857 -0.530
C 3.360 -1.672 -6.652 -1.610
C 0.496 -0.957 -6.321 -0.967
C 1.904 -1.892 -4.068 -0.938
H 2.998 -1.716 -7.681 0.368
H 3.296 -2.643 -6.149 0.362
H 4.414 -1.346 -6.661 0.372
H 2.680 -1.934 -3.296 -0.346
H 1.910 -2.863 -4.564 0.524
H 0.923 -1.912 -3.575 0.284
H 0.560 -0.981 -7.424 0.360
H -0.276 -0.187 -6.134 0.022
H 0.098 -1.949 -6.035 0.242
C -1.849 -2.967 1.104 -1.292
C -1.671 -1.550 0.614 0.398
O -0.327 -1.097 0.832 -0.134
C -0.006 -0.255 1.944 -0.099
C -1.147 0.243 2.808 -1.460
H -1.160 -3.631 0.577 0.291
H -2.862 -3.313 0.896 0.421
H -1.667 -3.037 2.182 0.324
H -1.785 -1.491 -0.473 -0.474
H -2.387 -0.856 1.080 0.351
H 0.732 -0.815 2.529 0.319
H 0.510 0.576 1.457 0.232
H -1.744 -0.566 3.247 0.332
H -0.686 0.805 3.620 0.409
H -1.772 0.939 2.239 0.358
```

Computed properties:
HOMO-LUMO gap (hartree): 0.2696
Molar mass (u): 606.04
Max |F| (eV Å⁻¹): 3.364
Charge: 0
Energy relative to the best compared isomer or geometry (same formula, charge and spin) (kcal per mole): 109.6

***

(5)
The following is a DFT calculation (the ωB97M-V functional and the def2-TZVPD basis) of C26H14Cl2MoN5O4S3 as an isolated structure.

XYZ file:
```
55
Properties=species:S:1:pos:R:3:nbo_charge:R:1
Mo 0.684 -0.236 0.210 0.967
Cl 6.705 -3.796 -0.026 0.028
C 5.073 -3.336 0.256 -0.067
C 4.678 -2.034 -0.001 -0.223
C 3.344 -1.686 0.200 0.110
N 2.738 -0.477 -0.046 -0.556
C 3.473 0.674 -0.132 0.625
O 4.647 0.816 0.161 -0.575
C 2.623 1.758 -0.672 0.134
C 3.069 3.063 -0.814 -0.205
C 2.249 3.989 -1.436 -0.124
C 1.067 3.532 -2.012 -0.196
C 0.684 2.220 -1.817 0.089
N 1.388 1.358 -1.079 -0.447
C 2.405 -2.665 0.592 0.210
C 2.817 -3.964 0.874 -0.258
C 4.156 -4.284 0.723 -0.071
Cl 4.689 -5.879 1.068 0.032
N 1.126 -2.175 0.518 -0.595
C 0.047 -3.030 0.426 0.652
O -0.077 -4.116 0.959 -0.559
C -0.923 -2.482 -0.546 0.152
C -2.056 -3.202 -0.904 -0.205
C -2.842 -2.746 -1.942 -0.124
C -2.451 -1.579 -2.601 -0.239
C -1.328 -0.905 -2.168 0.102
N -0.556 -1.325 -1.158 -0.480
H 5.390 -1.308 -0.357 0.258
H 4.035 3.325 -0.411 0.255
H 2.512 5.034 -1.479 0.231
H 0.415 4.194 -2.558 0.243
H -0.239 1.867 -2.252 0.237
H 2.103 -4.705 1.195 0.264
H -2.269 -4.107 -0.358 0.255
H -3.727 -3.284 -2.246 0.229
H -3.017 -1.193 -3.433 0.237
H -1.030 0.003 -2.672 0.214
O -1.096 3.482 -0.163 -0.953
S -1.907 2.316 -0.367 2.306
O -2.301 2.042 -1.725 -0.965
N -1.120 0.970 0.259 -0.872
C -1.837 0.479 1.288 -0.021
S -1.117 -0.852 2.066 0.025
C -3.039 1.164 1.623 -0.046
C -3.939 0.927 2.669 -0.221
C -5.024 1.768 2.804 -0.187
C -5.223 2.853 1.950 -0.253
C -4.329 3.106 0.914 -0.155
C -3.267 2.253 0.768 -0.368
H -3.757 0.121 3.359 0.225
H -5.726 1.601 3.605 0.215
H -6.058 3.519 2.104 0.216
H -4.452 3.947 0.249 0.226
S 1.345 2.027 2.826 0.380
C 1.244 0.962 1.710 -0.152
```

Computed properties:
HOMO-LUMO gap (alpha / beta) (hartree): 0.1589 / 0.2070
Molar mass (u): 723.48
Max |F| (eV Å⁻¹): 3.043
Spin multiplicity: 4
Charge: 0
Energy relative to the best compared isomer or geometry (same formula, charge and spin) (kcal per mole): 53.2

***

> Look up the max |F| of the fifth one.

3.043 eV Å⁻¹